1.
Entry from the Open Molecules 2025 dataset: a 9-piece molecular cluster, H17O9 overall in a non-equilibrium geometry (wB97M-V/def2-TZVPD).

```
26
Properties=species:S:1:pos:R:3:forces:R:3
O -2.87332 -1.80963 -1.49297 0.885 0.509 -1.104
H -3.03121 0.18720 1.69517 -0.524 0.702 0.422
H -1.48805 0.91797 1.00061 0.122 0.030 0.007
O 3.75308 0.03851 0.80630 -0.841 0.025 -0.366
H 3.03932 0.68752 0.90482 0.371 0.278 0.394
O 1.30935 1.51232 2.85591 -0.687 -0.663 -0.304
H 0.40122 1.71448 2.58930 0.155 0.542 0.042
H 1.22000 0.54705 2.86847 0.535 0.019 0.201
O 0.25688 -2.63446 0.73041 0.914 0.703 -0.298
H 0.73665 0.09677 -3.47364 -0.517 0.349 -0.028
H 1.18813 -2.86615 0.85068 -0.266 -0.314 0.204
O -1.62747 0.70563 0.07408 0.191 0.684 -0.127
H -2.37128 -0.97557 -1.52873 -0.434 0.233 0.984
H 0.37494 -1.81021 0.09683 -1.085 -1.260 0.256
O 0.11014 0.56194 -2.88841 0.778 -2.228 -0.005
H 0.94640 -0.34766 0.07403 0.298 0.619 -0.369
H 0.23661 -0.04675 -2.02108 -0.110 1.290 -0.931
O -2.76015 -0.06367 2.59828 0.224 -0.679 -1.450
H -2.32883 -0.86410 2.24152 0.257 -0.167 0.987
H 3.34841 -0.49405 0.10687 0.388 -0.242 -0.038
O 0.84218 2.68642 -1.79278 1.204 0.682 -0.003
H 1.11034 1.75456 -2.01372 -1.336 1.072 0.526
H 0.29075 2.76145 -1.00877 0.104 -0.732 -0.165
O 0.44210 -0.57262 -0.71540 0.665 -0.164 0.693
H -0.70976 0.49014 -0.29121 -0.832 -0.598 0.235
H -2.41641 -2.17708 -2.26656 -0.459 -0.692 0.239
```
Forces are in eV/Å.

Calculated values
- E_LUMO: 3.07 eV
- Relative energy (zero: lowest compared OMol25 entry of this formula, charge and spin): 42.1 kcal/mol
- Kohn-Sham gap: 0.35031 Eh
- Charge: -1

2.
Entry from the Open Molecules 2025 dataset: H17O9Tl as an isolated structure in a non-equilibrium geometry (wB97M-V/def2-TZVPD).

```
27
Properties=species:S:1:pos:R:3:forces:R:3
Tl -1.84604 0.69866 -0.66178 1.208 -1.391 1.287
O -0.12593 -0.35760 -0.41244 -1.631 -0.163 -0.526
H 0.57736 -0.15885 0.18174 0.942 1.073 1.420
O -1.61868 0.81545 -2.72633 -0.300 -0.206 -2.833
H -0.76797 0.78906 -3.26255 -0.579 0.081 0.974
H -2.32309 0.43829 -3.31623 0.569 0.447 0.418
O -2.74970 -1.47353 -0.86026 -0.681 1.618 1.043
H -3.55072 -1.43274 -0.31847 -0.135 -0.520 0.037
H -2.84804 -2.26411 -1.38291 0.322 -0.787 -0.826
O 1.96633 0.17768 -1.82509 -0.464 0.149 0.257
H 2.75446 -0.22306 -1.42358 -0.202 0.075 -0.199
H 1.18414 -0.17247 -1.34065 1.412 -0.023 -1.101
O 0.22875 0.97220 2.75359 -3.386 1.608 0.981
H 0.87359 0.33317 2.68428 2.646 -2.170 -0.293
H -0.12009 0.84161 3.66271 0.508 0.427 -0.348
O 1.52738 2.07722 0.29892 -1.023 0.292 1.406
H 1.54776 1.92402 -0.61807 1.365 -0.734 -2.487
H 0.62114 2.38288 0.34153 -0.149 0.721 1.081
O -2.01645 0.77985 1.50421 -1.960 0.484 -2.080
H -2.75063 0.74892 2.09504 -1.354 0.127 0.763
H -1.21076 0.62542 1.98610 2.830 -0.065 1.124
O 3.13606 -0.00817 1.34467 -0.556 0.890 -0.785
H 2.58087 -0.48230 1.96440 0.157 -0.017 0.266
H 2.73207 0.87903 1.14520 0.450 -1.121 0.538
O 0.58109 -2.83112 -0.91508 0.748 0.461 1.319
H 0.27819 -1.95011 -0.56393 0.522 -1.696 -0.430
H 1.33891 -3.12941 -0.33500 -1.261 0.438 -1.008
```
Forces are in eV/Å.

Calculated values
- E_LUMO: -12.40 eV
- Relative energy (zero: lowest compared OMol25 entry of this formula, charge and spin): 24.8 kcal/mol
- Kohn-Sham gap: 0.16004 Eh
- Charge: +2

no.,HOMO (hartree)
1,-0.237
2,-0.616